# 1
Formula: C3H6FO2Pr
Source: the OMol25 dataset
Level of theory: the ωB97M-V functional and the def2-TZVPD basis

```
13
Properties=species:S:1:pos:R:3:forces:R:3
O 2.404 1.293 0.235 1.723 -0.322 -0.189
C 1.209 1.277 -0.266 -2.998 -0.521 0.111
C 0.471 0.127 -0.371 0.351 1.745 0.222
O 1.205 -1.035 -0.106 0.710 -0.237 0.661
C 0.446 -2.229 0.050 -0.477 -0.353 -0.154
Pr 3.542 -0.500 0.761 -0.190 0.091 -0.126
H 0.707 2.233 -0.472 0.254 -0.302 0.064
H -1.462 0.333 -2.250 -3.762 0.460 -1.206
H 0.079 -2.565 -0.929 0.067 0.045 0.260
H 1.110 -2.989 0.474 -0.182 0.079 -0.075
H -0.404 -2.052 0.722 0.258 -0.119 -0.127
H -0.608 0.098 -0.190 0.357 -0.112 -0.653
F -2.438 0.438 -2.536 3.892 -0.455 1.214
```
Forces are in eV/Å.

charge	+1
multiplicity	4



# 2
Formula: C3H6FO3S
Source: the OMol25 dataset
Level of theory: the ωB97M-V functional and the def2-TZVPD basis

```
14
Properties=species:S:1:pos:R:3:forces:R:3
C 0.481 1.405 0.352 1.532 1.963 1.919
C 0.996 -0.636 1.513 0.985 -2.830 0.305
C 1.156 0.651 1.433 0.404 0.267 1.338
O -0.256 0.218 -2.255 -0.954 -0.795 0.094
O -2.736 -0.859 -2.111 1.067 -0.977 0.785
O -0.580 -1.745 -0.749 -0.761 0.811 -1.637
F 1.912 1.332 2.443 -1.082 -0.288 -1.430
S -0.835 -1.137 -2.108 -0.356 -0.529 0.544
H 0.988 2.356 0.267 -0.052 0.530 -0.301
H -0.547 1.561 0.542 -1.139 0.311 0.456
H 0.528 0.901 -0.548 0.275 -1.022 -1.696
H 1.496 -1.326 2.311 -1.094 1.473 -1.553
H -3.079 -1.685 -1.672 0.662 1.170 -0.537
H 0.477 -1.035 0.583 0.513 -0.084 1.711
```
Forces are in eV/Å.

charge	-1
multiplicity	1



Which total energy belongs to each record? In order, -24080.6193; -22903.6944 eV.